Record 1
A structure of composition C26H34FeIN5O3, computed with wB97M-V/def2-TZVPD.

The geometry in XYZ format:
```
70
Properties=species:S:1:pos:R:3:forces:R:3:lowdin_spin:R:1
C -0.247152 -0.885954 -2.482656 0.064 0.050 0.082 0.013
H 2.149097 0.153078 3.901925 0.018 0.018 0.004 0.002
H -3.460874 1.157136 -0.364509 0.013 0.012 -0.017 0.000
H 0.316902 1.575404 3.983328 0.019 0.010 -0.004 0.002
H -0.759480 -4.248375 -2.605571 0.000 -0.002 -0.003 0.000
C -3.669799 -3.507144 0.045104 0.033 0.009 0.010 0.000
H -0.649798 0.466278 -4.088322 0.002 0.014 0.001 0.001
H -0.922448 1.555937 2.709211 -0.032 -0.013 0.032 0.000
H -1.552288 -3.663806 -4.868829 -0.004 -0.009 -0.005 0.001
C 3.187792 1.435300 -0.554760 0.064 0.038 0.046 0.006
C 1.692540 5.045069 -2.106628 0.024 -0.017 0.001 -0.001
C -3.056331 1.376404 0.624392 -0.032 -0.001 0.100 0.005
H -4.052128 -4.473841 0.322813 -0.007 -0.021 0.008 0.000
C -0.081456 -0.810701 2.919900 -0.065 -0.015 -0.055 0.005
N 0.736343 0.287731 2.352216 -0.128 0.145 0.056 0.058
C 0.440183 -2.230672 2.789047 0.031 -0.002 0.001 0.000
C -0.741681 -3.218214 -2.943486 0.031 -0.027 0.054 -0.002
H -1.056066 -0.732339 2.429855 0.003 -0.002 0.000 0.001
H -1.255935 2.126653 0.206545 0.000 0.018 0.032 -0.001
C 0.930776 -2.704569 1.416334 0.001 0.017 0.028 0.006
C 1.309354 3.026207 -0.838298 -0.012 -0.021 -0.067 0.010
C 2.152264 0.322303 2.818559 0.032 -0.074 -0.025 0.003
C 3.308743 -0.575418 0.654989 0.039 0.042 0.100 0.008
H -4.594428 2.783094 1.129674 -0.010 0.002 0.003 0.001
H -0.160022 4.552396 -1.145137 -0.013 0.003 0.007 0.000
O -1.620158 1.306554 0.586738 -0.015 -0.161 -0.189 0.039
C -1.183467 -2.897330 -4.203007 -0.006 0.014 -0.029 0.015
O 0.504252 2.282602 -0.109437 0.044 0.046 0.166 0.141
H 4.156880 -0.174738 2.590165 0.004 -0.032 0.016 0.000
H 0.146753 -3.720845 -0.621112 -0.008 0.005 0.007 0.002
H 0.631080 -3.746831 1.280728 -0.020 0.019 -0.021 0.002
H -3.127166 2.953656 2.100123 -0.002 0.002 0.008 0.000
N 2.551724 0.534484 0.100432 -0.155 -0.168 -0.258 0.096
C 0.141975 1.538337 2.903859 0.070 0.021 0.009 0.003
H 3.657171 5.299692 -2.961992 0.008 0.006 -0.007 0.001
O 0.180478 0.066925 -1.681484 -0.207 0.052 0.009 0.192
C 0.144296 -2.634983 -0.754663 -0.007 0.013 0.085 0.006
H 1.319081 5.982283 -2.498166 -0.008 0.010 -0.002 0.000
H -3.161718 3.526095 0.424579 -0.001 0.009 -0.007 0.000
C -0.276172 -2.226246 -2.063355 0.037 -0.022 -0.056 0.015
C 3.012369 4.664605 -2.372507 -0.006 -0.010 0.010 0.009
C 2.637974 2.639925 -1.104198 -0.053 -0.027 -0.022 0.010
N -2.877815 -2.778307 0.862249 0.014 -0.043 -0.044 0.000
N 0.494756 -1.913287 0.254962 -0.131 0.046 -0.022 0.066
C 0.858240 4.250773 -1.352227 -0.018 0.008 0.007 0.012
C -3.837478 -2.754881 -1.089234 -0.023 0.016 -0.079 0.000
H 2.472751 1.352378 2.665881 -0.012 -0.008 -0.015 0.000
C -3.505931 2.740378 1.100221 0.023 -0.010 -0.005 0.002
H 1.237595 -2.403418 3.514856 0.003 0.010 -0.016 0.000
H 0.601267 2.401552 2.428625 -0.020 0.005 -0.025 0.000
C -3.106775 -1.574103 -0.854719 0.026 -0.093 0.021 0.000
H -2.585642 -3.015749 1.793973 -0.024 0.017 -0.002 0.000
H 2.018002 -2.716878 1.417595 -0.004 -0.016 0.000 0.001
H -0.238540 -0.612061 3.987273 0.008 -0.006 -0.008 0.002
C 3.222002 -0.577681 2.194076 -0.009 -0.003 0.009 0.001
H 2.902848 -1.491264 0.232683 0.029 -0.005 -0.003 0.000
H 4.354547 -0.519196 0.341149 -0.012 0.024 0.016 0.003
N -2.524398 -1.594706 0.332842 -0.182 -0.075 0.080 0.001
H 3.168155 -1.596639 2.572440 -0.029 -0.016 -0.011 0.000
C -1.149595 -1.560486 -4.611953 0.018 0.037 0.038 -0.002
H -1.492353 -1.297108 -5.604047 -0.005 0.002 -0.012 0.000
H -2.971642 -0.737493 -1.519741 -0.005 0.028 -0.022 0.000
Fe 0.413788 0.345039 0.146404 0.574 0.127 -0.031 4.249
H 4.495444 3.164563 -2.046492 0.008 -0.010 -0.001 0.000
H -0.384332 -2.867839 3.119829 0.011 0.004 0.003 0.000
C -0.684414 -0.568062 -3.774418 -0.011 -0.024 -0.042 0.018
C 3.473440 3.475440 -1.864142 -0.007 0.017 -0.012 -0.002
H 4.264198 1.301435 -0.694807 0.002 0.005 0.028 0.004
I -4.912609 -3.248910 -2.774398 0.020 0.012 0.052 0.000
H -3.384961 0.590344 1.298700 0.005 -0.004 -0.010 0.000
```
Positions in Å, forces in eV/Å.

The energy above the lowest of the compared OMol25 structures with the same formula, charge and spin is 0.874 eV. Its charge is +1. The HOMO energy (alpha / beta) is -10.74 / -10.75 eV. Its expectation value of S² is 8.761. The spin multiplicity is 6.

---

Record 2
A structure of composition C16H36ClGaO4PPd in a non-equilibrium geometry, computed with wB97M-V/def2-TZVPD.

The geometry in XYZ format:
```
60
Properties=species:S:1:pos:R:3:forces:R:3:lowdin_charge:R:1
H -2.758024 0.587213 -4.839892 2.099 -0.756 1.316 0.101
C -3.956870 2.995337 -0.326281 0.815 0.990 0.546 -0.118
H 3.515479 0.298707 0.332912 -0.911 1.951 0.981 0.109
H 1.009325 -4.301974 -1.135223 1.079 -0.143 -0.965 0.014
C 0.468954 -1.791836 -3.024435 0.365 0.085 0.036 -0.307
Pd -4.455212 0.315124 -0.661420 0.049 -0.324 -0.270 0.508
C -2.154714 0.213232 -2.600609 -0.145 0.897 -0.367 -0.391
H 1.548809 -0.719690 4.470879 -0.060 2.058 1.142 0.076
H 4.197975 1.844990 1.172475 -2.175 -1.245 -0.482 0.136
C -2.664105 1.954797 -0.510592 -0.653 2.076 -0.986 -0.267
H -3.250335 2.209543 -2.701168 1.992 -0.809 1.247 0.120
C 2.478154 0.903732 2.393858 0.540 -0.321 -1.861 -0.227
H -0.114102 -2.571322 -3.681656 1.236 1.396 1.364 0.071
H -2.944440 0.932186 0.015183 1.016 0.681 -0.051 0.052
C 0.057383 -3.112742 1.503399 0.100 0.324 1.423 -0.118
H 2.643138 -2.108265 -0.181883 0.555 0.457 -1.907 0.068
H -2.908019 -1.896346 -0.390002 2.067 -0.161 -0.630 0.067
C 2.229862 2.293775 0.086997 1.202 0.188 -0.363 -0.177
H 1.053227 0.319234 6.051307 0.823 -0.143 -2.356 0.096
H 1.483975 1.281962 -1.940822 -0.209 0.614 2.159 0.130
O 1.776163 -4.287624 -1.779788 -1.311 3.548 0.599 -0.210
H -0.042128 -3.470504 2.637747 0.297 0.762 -2.518 0.108
C 0.381865 0.262233 -0.204628 1.415 1.619 3.208 -0.125
Cl -1.815595 -3.974696 -1.149623 0.420 2.547 0.893 0.635
Ga -0.714846 -0.881357 -1.580353 -0.412 0.334 -3.139 0.457
C 2.660842 1.366803 4.788704 0.170 -0.925 1.937 -0.237
C 1.381644 0.349268 4.916679 -0.889 1.000 -0.093 -0.132
H 1.431254 1.458479 2.357253 2.067 -1.250 0.494 0.120
C 1.108480 1.572372 -0.869613 -1.872 -0.106 -1.031 -0.197
P 2.029012 -2.659614 -2.347523 5.137 -1.495 -5.171 0.658
H 1.031292 -2.428079 1.492073 -2.059 -1.557 -0.231 0.068
C -1.773084 -2.266296 -0.392764 -1.757 -1.142 3.625 -0.572
H -3.207072 -0.310682 -2.419363 1.236 0.670 -0.224 0.074
H -0.842861 0.663918 -4.473431 -2.013 -1.132 0.415 0.095
H -4.179090 3.610444 -1.305821 0.379 -1.534 1.937 0.100
H -1.387206 2.387220 -2.479347 -1.824 -1.193 1.075 0.123
H -4.921518 2.454576 0.070392 1.450 0.941 -0.778 0.067
O 3.354525 1.339685 3.491828 -2.528 -0.485 -0.382 -0.200
C -2.318132 1.766201 -2.101934 -0.605 -0.007 -1.168 -0.246
H 2.346709 2.455744 5.146063 0.546 -2.158 -1.188 0.135
O 2.888014 -1.783349 -1.112206 -2.766 -2.018 0.259 -0.237
H 0.456322 0.819519 4.334333 1.893 -1.041 1.223 0.073
H 1.709941 3.123568 0.769798 1.088 -2.147 -1.261 0.136
C -1.293081 -2.241439 1.180686 -0.265 -1.140 0.185 -0.288
H 0.843727 -0.925276 -3.750058 -0.408 -2.089 1.592 0.076
H -0.399106 0.624245 0.590420 1.321 -0.849 -1.471 0.069
C 3.192852 1.259739 0.924159 0.353 1.134 1.167 -0.146
H 1.115654 -0.500918 0.312861 -1.448 1.508 -1.267 0.057
H 0.247401 2.380754 -1.036393 1.870 -1.783 0.253 0.099
H 2.948644 2.908759 -0.636887 -1.719 -1.369 1.279 0.137
H -3.675322 3.800865 0.503691 -0.760 -1.833 -1.676 0.106
C -1.853462 0.125657 -4.215535 -1.155 -0.442 0.209 -0.146
H -1.794973 2.423976 0.129317 -1.494 -1.402 -1.179 0.124
H 3.458823 0.997311 5.595895 -1.605 0.854 -1.895 0.137
H -1.837781 -1.024814 -4.497558 0.274 2.504 0.420 0.088
H 0.183851 -4.090336 0.872126 -0.325 2.064 1.080 0.065
O 3.044486 -2.782926 -3.594154 -3.958 0.585 5.083 -0.386
H -2.175755 -2.745992 1.804955 1.710 1.010 -1.426 0.140
H -1.202713 -1.141229 1.613304 -0.161 -2.247 -1.216 0.114
H 2.361767 -0.283867 2.381667 -0.070 2.450 0.409 0.117
```
Positions in Å, forces in eV/Å.

Its charge is +1. The HOMO energy is -11.45 eV. The spin multiplicity is 1.

---

Record 3
An isolated molecule of C2H2N2O4 in a non-equilibrium geometry, computed with wB97M-V/def2-TZVPD.

The geometry in XYZ format:
```
10
Properties=species:S:1:pos:R:3:forces:R:3:nbo_charge:R:1
N -1.219019 1.611719 -0.129581 1.501 -0.780 -0.126 -0.618
O 1.053905 1.208552 0.125220 -0.625 -1.904 -0.921 -0.449
C 1.752529 0.006814 -0.097550 2.386 1.302 1.701 0.940
H -1.745692 -1.837733 0.191689 1.395 1.282 -0.766 0.495
O 2.935035 0.022423 -0.216257 -1.093 -0.654 -0.548 -0.516
H -2.022392 1.017967 -0.178597 -1.084 -0.154 0.091 0.359
C -0.255290 0.828818 0.069907 -0.497 1.137 0.706 0.601
N -0.283510 -0.571460 0.448332 -2.008 0.516 0.315 0.066
O -1.182750 -1.215332 -0.372939 -1.499 -1.250 0.438 -0.548
O 0.967184 -1.071771 0.159779 1.525 0.506 -0.891 -0.327
```
Positions in Å, forces in eV/Å.

The energy above the lowest of the compared OMol25 structures with the same formula, charge and spin is 1.904 eV. Its charge is 0. The HOMO energy is -10.79 eV. The SMILES is [H]/N=c1/oc(=O)on1O. The spin multiplicity is 1.

---

Record 4
A cluster of 2 separate species, C3H12NO in total in a non-equilibrium geometry, computed with wB97M-V/def2-TZVPD.

The geometry in XYZ format:
```
17
Properties=species:S:1:pos:R:3:forces:R:3:lowdin_spin:R:1
N -0.470611 0.397320 -0.296463 0.478 -0.504 0.856 0.177
H -1.460440 -1.272097 0.342555 -0.684 -0.292 -0.511 0.019
H -2.711954 -0.457045 2.195795 0.213 -0.200 -0.066 0.006
O 1.654695 -0.766153 -1.590892 -0.321 -0.210 0.091 0.050
H -2.560291 1.200295 1.689474 -0.145 0.151 -0.232 0.016
H -0.620109 1.119297 -1.030662 -0.308 0.387 -0.118 0.153
C -2.058683 0.235709 1.663105 -0.279 1.090 0.287 0.082
H -2.510816 0.048882 -0.464213 -0.127 -0.699 0.165 0.035
H 3.076850 0.745871 -1.332546 -0.940 0.589 0.181 0.009
H 3.591413 -0.609184 -0.577127 -1.066 -0.770 -0.036 0.005
C 2.622980 -0.098180 -0.802498 2.139 -0.317 -0.406 0.124
H -1.136243 0.421559 2.197628 0.117 -0.421 0.440 0.038
H 1.945580 -1.404628 -2.246932 0.492 0.166 0.183 0.009
H 2.139503 0.111380 0.147265 0.219 0.515 -0.001 0.049
H -0.003626 0.831298 0.525757 0.288 0.411 -0.215 0.096
C -1.750662 -0.228919 0.267858 1.019 -0.078 -0.691 0.110
H 0.252414 -0.275405 -0.688104 -1.094 0.184 0.073 0.021
```
Positions in Å, forces in eV/Å.

The energy above the lowest of the compared OMol25 structures with the same formula, charge and spin is 1.403 eV. Its charge is 0. The HOMO energy (alpha / beta) is -2.99 / -11.04 eV. Its expectation value of S² is 0.751. The spin multiplicity is 2.